No. 1
DFT (the ωB97M-V functional and the def2-TZVPD basis) results for a gas-phase ion, C6H10N (charge +1) at a distorted geometry.

Each line ends with the Mulliken charge.
Cartesian coordinates (Å):
C 1.11920 0.15662 1.65075  -0.107
C 0.00544 0.37428 1.16840  0.404
C 2.14862 0.00751 0.85417  -0.444
C -1.35514 0.54487 0.99536  -0.518
C -0.49479 -1.31269 -0.49398  -0.936
C -0.28047 0.88073 -1.30057  -1.058
N -0.40917 -0.00610 -0.14443  0.256
H 2.38242 0.86198 0.25287  0.240
H 3.09546 -0.69470 0.89395  0.286
H -2.04207 -0.22994 1.35105  0.280
H -1.61079 1.56663 0.94284  0.304
H -1.23735 -1.82754 0.25703  0.310
H -0.95024 -1.65053 -1.41268  0.438
H 0.29601 -1.88438 -0.23610  0.378
H -1.29555 1.14694 -1.69825  0.352
H 0.28030 1.76708 -0.98751  0.409
H 0.34813 0.29924 -2.09290  0.406

Atoms 1-3, force components in eV/Å:
C 4.305 -0.678 0.620
C -2.952 -0.365 0.203
C 5.300 -1.058 1.108

## Properties
Energy relative to the best compared isomer or geometry (same formula, charge and spin): 513.7 kJ/mol
SMILES: C=C=C1C[N+]1(C)C
Calculated total energy: -7861.024 eV
HOMO: -14.57 eV
LUMO level: -4.821 eV
Total charge: +1
HOMO-LUMO gap: 9.8 eV

No. 2
DFT (the ωB97M-V functional and the def2-TZVPD basis) results for C7H11NO3 in the gas phase at a distorted geometry.

Each line ends with the Mulliken charge.
Cartesian coordinates (Å):
C -0.76320 -0.11249 -0.35237  0.578
C 0.43538 -0.06033 -0.41323  -1.217
C 1.90054 -0.35320 -0.25014  0.837
C -2.71132 -1.13376 0.60525  -1.765
C -2.61344 1.38464 0.43327  -1.633
C -2.17095 0.06302 -0.15737  0.844
C 2.78763 0.80015 0.24642  0.383
N 2.22534 -0.74899 -1.63468  -0.717
O 2.01293 -1.56241 0.52087  -0.541
O 3.31612 1.48778 -0.70740  -0.371
O 3.07823 0.79083 1.44427  -0.571
H -2.09536 -1.92858 0.43304  0.523
H -3.72662 -1.25459 0.39265  0.407
H -2.61537 -0.83278 1.55988  0.462
H -1.94374 1.87563 1.03510  0.423
H -2.80484 2.17510 -0.30875  0.391
H -3.53628 1.40737 0.94557  0.419
H -2.55794 0.00983 -1.21810  0.223
H 3.27388 -0.96408 -1.63670  0.290
H 1.85723 -1.74896 -1.64010  0.323
H 3.87930 2.12499 -0.36849  0.361
H 2.77248 -1.41916 1.07101  0.355

Atoms 1-3, force components in eV/Å:
C 1.349 1.254 0.444
C 0.760 -0.124 1.413
C -2.067 -1.469 -2.433

## Properties
Energy relative to the best compared isomer or geometry (same formula, charge and spin): 360.7 kJ/mol
SMILES: CC(C)C#C[C@](N)(O)C(=O)O
Calculated total energy: -15066.904 eV
HOMO: -9.38 eV
LUMO level: 0.524 eV
HOMO-LUMO gap: 9.9 eV

No. 3
DFT (the ωB97M-V functional and the def2-TZVPD basis) results for a molecular structure, C34H45BHfN15S2 at a distorted geometry.

Each line ends with the Mulliken charge.
Cartesian coordinates (Å):
Hf 0.09781 0.09202 -0.97328  0.856
C 2.69632 0.96703 -3.09750  -0.742
N 2.28799 -0.17143 -2.24703  -0.602
C 3.37185 -0.45726 -1.28973  -1.279
C 3.16926 0.47231 -0.15669  0.441
N 1.96058 0.83071 0.24534  0.794
C 2.17926 1.59961 1.42411  -0.060
C 1.30588 2.15102 2.36099  -0.106
C 1.84867 2.85156 3.41890  -1.616
C 3.23839 2.98799 3.58225  -0.799
C 4.11470 2.40074 2.69613  -1.097
C 3.54542 1.71091 1.63138  0.731
N 4.13979 0.97066 0.60602  -0.076
C 1.54597 1.84963 -3.35418  0.153
N 0.57132 2.03647 -2.49160  0.077
C -0.24507 3.03672 -3.10290  0.549
C -1.37929 3.72571 -2.67358  -0.114
C -1.92627 4.67536 -3.51098  -1.113
C -1.37086 4.96833 -4.76820  -0.545
C -0.23550 4.32144 -5.20029  -1.225
C 0.29981 3.36928 -4.33835  0.370
N 1.44443 2.59043 -4.45853  -0.045
H 3.15381 0.62232 -4.02473  0.464
H 3.44859 1.55040 -2.56448  0.331
H 2.16995 -1.00254 -2.82149  0.372
H 4.35928 -0.34880 -1.73846  0.611
H 3.26408 -1.48273 -0.94420  0.202
H 0.24123 1.99711 2.30222  0.741
H 1.18753 3.29869 4.15201  0.595
H 3.62504 3.54688 4.42432  0.445
H 5.18789 2.46684 2.82869  0.503
H 5.12903 0.82961 0.46786  0.270
H -1.81619 3.56688 -1.71037  0.537
H -2.79920 5.22632 -3.18183  0.500
H -1.82658 5.72714 -5.39090  0.442
H 0.22404 4.55110 -6.15372  0.459
H 2.10457 2.61567 -5.21994  0.251
C -1.31949 0.11109 -5.12416  -1.616
C -0.41099 -0.43195 -4.23066  -0.102
N -0.83792 -0.27895 -2.97235  0.152
N -2.04708 0.36713 -3.04538  0.324
C -2.34034 0.60593 -4.32637  -0.208
B -3.04133 0.39231 -1.83320  -0.258
N -2.63934 1.48557 -0.79697  0.765
C -3.40310 2.44811 -0.29099  -0.353
C -2.62681 3.26008 0.53028  -1.513
C -1.35856 2.72429 0.45150  -0.887
N -1.36240 1.62274 -0.32732  0.103
N -2.89515 -0.95369 -1.14204  -0.060
C -3.77426 -1.94568 -1.00128  -0.203
C -3.15070 -2.98411 -0.32843  -1.653
C -1.86519 -2.52599 -0.09697  -0.932
N -1.69697 -1.29256 -0.59313  1.485
H -1.26665 0.11708 -6.20094  0.521
H 0.51335 -0.95208 -4.43911  0.579
H -3.26475 1.09544 -4.59462  0.584
H -4.16218 0.58373 -2.20420  -0.048
H -4.44960 2.50853 -0.55356  0.591
H -2.93934 4.13485 1.07773  0.603
H -0.44188 3.09820 0.87243  0.780
H -4.78258 -1.84631 -1.37568  0.533
H -3.57426 -3.93401 -0.04514  0.531
H -1.06605 -3.00663 0.43695  0.907
C -2.73280 -0.73194 4.55333  -1.206
N -1.93742 -0.32598 3.38104  0.315
C -2.74523 -0.06287 2.19476  0.274
C -0.61018 -0.48105 3.31470  -0.171
S 0.21502 -0.92855 1.84055  0.105
N 0.11513 -0.30173 4.42399  0.260
C 1.46916 -0.83425 4.61354  -0.912
C -0.32996 0.53777 5.54558  -1.273
H -3.54213 -1.36395 4.18939  0.383
H -3.16852 0.11855 5.07483  0.360
H -2.13178 -1.31607 5.24182  0.411
H -3.54713 0.62061 2.47586  0.558
H -3.18671 -0.98557 1.81161  0.371
H -2.13942 0.39340 1.42468  -1.077
H 1.77573 -1.41332 3.75301  0.242
H 1.47735 -1.46411 5.50328  0.401
H 2.16565 -0.00711 4.76007  0.297
H -1.14626 1.18259 5.23967  0.366
H 0.51672 1.15996 5.83417  0.456
H -0.62818 -0.05095 6.41204  0.372
S 0.98369 -2.58114 -1.48652  -0.455
C 1.06611 -3.96946 -0.44854  0.722
N 0.94716 -5.16669 -0.99481  -0.160
C 1.09521 -6.42922 -0.24086  -0.637
C 1.97267 -6.18371 0.97129  -0.714
C 1.42311 -5.01296 1.76334  -0.541
N 1.25591 -3.85793 0.85866  0.231
H 0.80035 -5.19525 -1.99173  0.266
H 1.53242 -7.16521 -0.90965  0.403
H 0.10894 -6.78522 0.05647  0.319
H 2.99491 -5.97090 0.65295  0.303
H 1.99526 -7.07391 1.59685  0.375
H 2.10444 -4.71547 2.55614  0.371
H 0.46355 -5.26403 2.21665  0.307
H 1.25730 -2.92160 1.23821  -0.216

Atoms 1-3, force components in eV/Å:
Hf 1.024 -0.449 0.185
C 0.034 -0.150 0.025
N -0.058 0.122 0.019

## Properties
Energy relative to the best compared isomer or geometry (same formula, charge and spin): 115.8 kJ/mol
Calculated total energy: -81979.930 eV
HOMO: -15.66 eV
LUMO level: -7.857 eV
Total charge: +3
HOMO-LUMO gap: 7.8 eV